(1)
The following is a quantum chemistry calculation of a cluster of 5 separate species, C20H30O15 in total in a non-equilibrium geometry, from the OMol25 dataset.

Properties
SMILES: C[C@H]1COC(=O)O1.C[C@H]1COC(=O)O1.C[C@H]1COC(=O)O1.C[C@H]1COC(=O)O1.C[C@H]1COC(=O)O1
ΔE to the lowest compared entry with this formula, charge and spin, eV: 2.269
M, g mol⁻¹: 510.4
Calculated total energy, eV: -51938.481
F_max, eV Å⁻¹: 4.01
HOMO energy, Eh: -0.3887
E_LUMO, eV: 0.061

Last column: natural (NBO) charge in e.
Atoms and positions in Å:
H (-0.255, -4.749, -6.753)  0.2377
H (1.476, 2.445, -7.434)  0.1927
O (1.582, 4.329, 6.594)  -0.4881
O (-0.992, 2.693, -9.028)  -0.4835
C (-0.900, -4.624, -7.623)  -0.6329
C (-1.079, 0.990, 0.868)  -0.0945
H (1.229, -2.768, 7.528)  0.2199
H (0.032, 5.004, -6.645)  0.2183
C (0.653, 3.151, -7.542)  0.0572
O (2.257, -0.503, 11.161)  -0.5654
H (0.468, 3.727, -5.454)  0.2152
O (0.825, -1.983, 10.143)  -0.4962
H (-1.569, -1.559, 2.461)  0.2260
O (2.353, -2.568, -9.802)  -0.5879
H (-0.461, -2.886, 8.024)  0.2262
O (-0.221, 3.775, -10.835)  -0.5906
H (-3.219, -1.615, 1.910)  0.2228
H (-1.440, 2.730, -7.029)  0.1874
C (0.721, 4.195, -6.405)  -0.6195
H (-0.615, 1.313, -7.694)  0.2014
C (1.991, 3.059, 6.346)  0.9709
H (-0.054, 4.558, 7.923)  0.1895
O (0.903, 2.221, 6.125)  -0.4861
C (2.327, -3.739, 9.917)  -0.0909
C (-0.229, 2.954, 6.576)  -0.1020
H (0.200, 6.290, 6.012)  0.2341
O (0.262, -3.013, -10.415)  -0.4645
H (-1.058, 2.937, 5.869)  0.1796
O (-1.653, -1.036, -0.084)  -0.4877
C (-0.428, 5.399, 5.975)  -0.6276
C (0.529, -3.324, 8.151)  -0.6273
C (0.183, 4.364, 6.877)  0.0616
H (-1.609, -5.441, -7.491)  0.2181
H (-1.373, 2.035, 0.963)  0.2015
H (-0.883, -4.595, -11.008)  0.1936
H (-0.770, 2.601, 7.454)  0.1870
H (-1.425, 5.668, 6.327)  0.2143
H (0.212, -3.880, 10.161)  0.1765
H (-1.397, -3.656, -7.562)  0.2108
H (-2.792, -0.276, 2.929)  0.2161
H (-0.444, 0.826, 1.739)  0.1766
H (-0.610, 5.096, 4.944)  0.2140
C (-0.755, -0.400, -0.879)  0.9717
H (2.845, -3.999, 8.993)  0.1916
O (2.926, -2.576, 10.459)  -0.4887
O (0.857, 3.887, -8.755)  -0.4782
H (-1.660, -3.542, -9.856)  0.1910
O (1.148, -4.191, -8.781)  -0.4811
H (1.737, 4.573, -6.293)  0.2269
C (0.929, -3.285, 9.595)  0.0663
C (1.333, -3.213, -9.696)  0.9628
O (3.121, 2.754, 6.297)  -0.5470
H (0.037, -5.819, -9.159)  0.1893
C (-0.646, 2.402, -7.699)  -0.0944
C (-0.700, -3.985, -10.123)  -0.0964
O (-0.308, -0.711, -1.974)  -0.5754
H (-3.118, 0.148, 0.432)  0.1805
O (-0.370, 0.741, -0.272)  -0.4826
H (2.267, -4.624, 10.549)  0.1926
C (-2.150, -0.133, 0.847)  0.0708
H (0.396, -4.374, 7.888)  0.2190
C (2.021, -1.589, 10.694)  0.9763
C (-2.404, -0.932, 2.149)  -0.6260
C (-0.135, -4.762, -8.952)  0.0595
C (-0.095, 3.482, -9.636)  0.9669



(2)
The following is a quantum chemistry calculation of a structure of composition C20H31BCl2F7INO10PS in a non-equilibrium geometry, from the OMol25 dataset.

Properties
M, g mol⁻¹: 850.1
Calculated total energy, eV: -116179.254
F_max, eV Å⁻¹: 1.81
HOMO energy, Eh: -0.3362
E_LUMO, eV: -0.259

Last column: Mulliken charge in e.
Atoms and positions in Å:
C (-1.964, -2.728, 0.524)  -3.0956
F (-1.022, -3.843, 5.242)  -0.2674
H (-1.452, -2.564, -4.384)  0.3120
H (3.832, 5.997, 3.646)  0.2388
C (0.703, 0.100, 0.400)  -1.1614
C (-4.494, 4.263, -3.487)  -0.4209
H (6.482, 4.995, 1.877)  0.4001
C (-2.773, 3.814, -1.222)  -0.8492
O (-3.625, 1.610, -1.372)  -0.5563
C (0.190, -4.367, 0.443)  0.0771
H (-2.846, -2.546, -0.065)  0.9936
O (-0.053, 2.635, 0.146)  -0.5380
H (-2.410, 4.753, -3.823)  0.2659
H (4.088, 4.122, 2.028)  0.2193
C (0.718, -3.844, 1.857)  0.3532
H (2.537, -5.977, -0.899)  0.3421
H (-2.721, 3.647, -0.151)  0.2672
H (5.094, 7.052, 4.295)  0.3053
O (2.357, 2.100, 0.285)  -0.5180
C (4.851, 6.354, 3.499)  -0.9081
C (4.672, 4.062, 1.109)  -0.7443
P (0.948, -6.233, 0.486)  0.2650
H (3.983, 4.193, 0.278)  0.2929
H (5.103, 3.064, 1.044)  0.3596
C (4.909, 7.104, 2.188)  0.7413
H (0.681, 0.154, 1.482)  0.3847
O (5.232, 6.444, 1.061)  -0.3695
C (0.440, -3.472, -1.741)  -0.2676
O (1.052, -3.088, -2.739)  -0.7057
H (-1.166, 0.174, -0.653)  0.4638
F (-1.946, -2.882, 3.514)  -0.2046
H (-1.763, 3.753, -1.626)  0.1858
H (1.586, -0.461, 0.105)  0.3665
C (-0.041, -4.325, 3.151)  0.8516
H (1.987, -3.690, -0.473)  0.4293
H (6.318, 5.040, 0.136)  0.3141
O (-2.379, -1.697, -1.948)  -0.5988
H (-5.412, 4.192, -4.066)  0.3032
B (-1.898, -2.819, -2.515)  1.0719
Cl (-0.558, -7.582, 0.188)  -0.2037
C (-3.605, 2.718, -1.827)  0.7281
C (-2.359, -5.066, 0.115)  -2.0126
H (5.534, 5.511, 3.565)  0.3163
F (0.872, -4.904, 3.984)  -0.3172
H (-3.300, -4.655, -0.240)  0.4064
S (1.036, 1.744, -0.154)  1.0938
O (1.632, -6.285, -0.990)  -0.4770
H (-2.197, -5.982, -0.419)  0.4591
H (-3.550, 5.661, -4.820)  0.3570
C (-1.269, -4.011, -0.093)  2.8368
C (-1.024, -3.845, -1.636)  -0.8941
C (-1.331, -1.353, 0.834)  -1.7784
F (0.922, -2.506, 1.889)  -0.1402
F (0.018, -2.172, 4.229)  -0.2349
H (-3.010, -1.259, -2.523)  0.2674
F (1.994, -4.350, 1.985)  -0.3687
H (-0.802, -1.385, 1.770)  0.5942
F (-0.951, -5.276, 2.790)  -0.2365
C (-0.772, -3.266, 4.046)  0.4857
H (-3.169, 4.813, -1.390)  0.3679
N (0.985, -3.559, -0.474)  0.1976
H (-3.206, 3.962, -5.179)  0.2938
C (-0.527, -0.584, -0.216)  -0.2080
C (-3.345, 4.687, -4.378)  -0.9553
H (-0.175, -1.170, -1.045)  0.5387
H (-2.495, -5.303, 1.161)  0.4523
H (-4.679, 4.979, -2.686)  0.3854
C (5.760, 5.114, 1.067)  -0.5930
O (-4.306, 2.950, -2.952)  -0.3741
I (-1.034, -5.695, -2.837)  0.0828
H (-2.179, -0.710, 1.070)  0.5575
H (-2.349, -3.084, 1.468)  1.0563
O (-2.131, -3.010, -3.872)  -0.4893
Cl (1.155, 1.523, -2.174)  -0.2351
O (4.621, 8.264, 2.109)  -0.5584



(3)
The following is a quantum chemistry calculation of a structure of composition C20H31BNO2Os in a non-equilibrium geometry, from the OMol25 dataset.

Properties
Multiplicity: 5
Net charge: +1
ΔE to the lowest compared entry with this formula, charge and spin, eV: 0.000
M, g mol⁻¹: 518.5
Calculated total energy, eV: -29956.274
F_max, eV Å⁻¹: 8.91
HOMO energy (spin up / spin down), Eh: -0.3759 / -0.4319
E_LUMO (spin up / spin down), eV: -3.866 / -6.564
<S²>: 6.02

Last column: natural (NBO) charge in e.
Atoms and positions in Å:
H (-3.440, 5.995, 4.613)  0.0459
C (2.440, -3.443, -4.938)  -0.6266
H (-1.905, -0.872, 1.804)  0.2915
B (-3.938, 4.886, 4.772)  -0.6296
C (4.124, -3.575, -2.246)  -0.0624
H (1.084, -5.464, -3.637)  0.2130
Os (-2.088, 2.006, 1.777)  1.2523
H (-0.898, 4.952, 2.779)  0.2823
C (2.066, -0.992, 0.591)  -0.4317
H (1.241, -0.349, 2.544)  0.2037
H (-3.095, 0.324, 3.869)  0.2981
H (2.408, -6.143, -4.600)  0.2198
C (-1.533, 3.125, 0.014)  -0.3276
C (1.375, 0.005, 1.512)  -0.0627
C (2.172, -5.588, -3.684)  -0.6274
H (-4.460, 2.293, 0.225)  0.2816
C (0.209, 3.526, 1.484)  -0.1999
C (-4.051, 1.626, 2.319)  -0.2725
C (-0.145, 2.879, 0.278)  -0.1393
C (-2.606, -0.051, 1.729)  -0.2533
H (-0.420, 0.440, -1.097)  0.1753
H (1.514, -1.495, -1.484)  0.2718
H (-0.625, -1.185, -0.407)  0.1820
H (4.590, -2.583, -2.212)  0.1734
H (3.151, -0.915, 0.619)  0.2398
H (1.921, 0.965, 1.535)  0.1697
H (2.960, -2.481, -4.982)  0.2115
O (0.067, 0.235, 0.939)  -0.5826
C (-3.231, 0.578, 2.826)  -0.2387
C (-2.017, 4.020, 1.039)  -0.3076
H (0.542, 2.397, -0.411)  0.2514
H (-4.679, 2.291, 2.899)  0.3089
C (0.031, -0.299, -0.415)  -0.0737
H (-4.219, 4.714, 5.958)  0.0741
O (2.682, -3.483, -2.488)  -0.5674
C (-2.900, 3.842, 4.345)  0.4343
C (1.458, -0.667, -0.777)  -0.4336
C (-0.911, 4.267, 1.939)  -0.1465
H (-2.969, 4.533, 1.006)  0.2866
C (-2.998, 0.626, 0.545)  -0.2807
H (1.948, 0.217, -1.204)  0.2011
H (-2.076, 2.833, -0.876)  0.2609
H (4.761, -5.365, -3.395)  0.2168
N (-2.078, 3.063, 4.020)  -0.6515
C (-3.929, 1.636, 0.904)  -0.2758
H (1.762, -2.005, 0.881)  0.2167
H (1.358, -3.269, -4.920)  0.2111
H (4.342, -4.147, -1.335)  0.1794
H (-4.933, 4.749, 4.072)  0.0325
H (2.505, -6.184, -2.828)  0.2152
H (4.972, -3.795, -4.285)  0.2145
C (2.859, -4.239, -3.721)  0.2719
H (-2.663, 0.407, -0.461)  0.2791
H (1.189, 3.515, 1.957)  0.2624
H (2.677, -4.008, -5.848)  0.2211
C (4.400, -4.347, -3.541)  -0.4588



(4)
The following is a quantum chemistry calculation of a structure of composition C20H31EuFN5Si in a non-equilibrium geometry, from the OMol25 dataset.

Properties
Multiplicity: 8
Net charge: +1
M, g mol⁻¹: 540.6
Calculated total energy, eV: -58615.869
F_max, eV Å⁻¹: 1.19
HOMO energy (spin up / spin down), Eh: -0.3429 / -0.3486
E_LUMO (spin up / spin down), eV: -2.603 / -2.595
<S²>: 15.76

Last column: Mulliken charge in e.
Atoms and positions in Å:
H (-4.439, 2.131, -3.508)  0.3368
N (-2.258, 0.333, -1.667)  -0.0388
H (0.818, -1.569, -4.424)  0.4078
C (2.289, 0.837, 2.019)  0.7526
N (1.954, -0.510, -0.055)  0.0142
H (-0.726, -2.804, 0.295)  0.3218
H (-3.796, 3.242, -2.305)  0.3171
H (-6.013, -0.245, -0.776)  0.3893
H (-1.428, 1.237, 4.297)  0.4410
C (0.381, 1.388, 3.178)  0.7206
H (-2.370, -2.403, 1.774)  0.4029
H (-1.575, 2.196, 2.824)  0.3510
H (-2.614, 0.207, 2.438)  0.1415
C (-0.665, -0.696, -3.166)  0.5975
C (1.116, 1.878, 4.243)  -1.0174
H (1.219, -1.814, 2.216)  0.2984
C (3.096, 1.289, 3.054)  -1.0222
H (-5.455, 2.666, -2.172)  0.3879
C (0.961, -2.372, 1.316)  -0.6430
N (-1.605, 0.133, 2.475)  0.0105
C (-4.438, 2.371, -2.444)  -1.0452
N (-0.458, -2.104, 0.981)  -0.0418
H (3.732, -0.447, 1.114)  0.4607
C (2.500, 1.849, 4.170)  -0.4775
C (-1.948, -0.209, -2.896)  0.3864
H (-0.283, -1.075, 3.568)  0.3779
C (-2.405, -0.895, -5.204)  -1.1203
F (0.252, -0.624, -2.084)  -0.0003
H (-2.614, 1.965, 0.560)  0.1195
H (4.172, 1.193, 2.987)  0.4883
H (-3.839, -0.013, -3.903)  0.1940
H (-0.787, -1.760, -6.337)  0.3835
H (1.543, -2.439, -0.743)  0.3826
C (2.915, 0.208, 0.793)  -1.3273
Si (-3.872, 0.927, -1.378)  -0.1741
C (-1.281, -1.146, 3.136)  -0.7190
C (1.896, -1.970, 0.177)  -1.0531
C (-5.111, -0.499, -1.339)  -1.0268
C (-2.816, -0.349, -4.003)  -0.0709
C (-0.209, -1.239, -4.338)  -0.9661
H (-4.669, -1.391, -0.891)  0.2684
H (-3.940, 0.892, 1.152)  0.1913
C (-1.103, -1.341, -5.392)  -0.5113
H (-4.289, 2.493, 0.539)  0.4690
H (0.611, 2.256, 5.122)  0.4782
H (2.891, -2.371, 0.396)  0.4623
N (0.957, 0.926, 2.058)  0.1600
H (2.279, -0.400, -1.008)  0.2737
H (-1.973, -1.358, 3.956)  0.4521
H (3.369, 1.007, 0.203)  0.4474
C (-3.645, 1.622, 0.396)  -1.0163
C (-1.348, -2.307, 2.146)  -1.0382
H (-5.433, -0.771, -2.346)  0.3566
H (1.108, -3.437, 1.521)  0.5466
Eu (-0.603, 0.248, 0.016)  1.2216
H (-1.093, -3.231, 2.678)  0.4175
H (-3.117, -0.976, -6.016)  0.4028
H (3.101, 2.223, 4.989)  0.4393
C (-1.127, 1.292, 3.246)  -0.9614